Entry 1:
Formula: C11H9NO4
Source: the OMol25 dataset
Level of theory: ωB97M-V with the def2-TZVPD basis set

XYZ file:
```
25
Properties=species:S:1:pos:R:3:forces:R:3
C 3.240 -2.126 0.695 0.25 0.00 -1.17
C 2.230 -1.600 -0.401 0.02 -1.18 1.13
O 1.202 -2.208 -0.499 0.26 0.60 -0.50
O 2.524 -0.526 -1.243 -0.17 -0.26 1.13
C 2.166 0.742 -0.670 -0.44 1.61 -0.07
C 0.681 0.850 -0.199 -1.03 -0.15 0.64
C 0.363 1.403 1.127 -1.82 -1.16 -1.89
C -1.050 1.460 1.521 0.71 -0.51 -1.76
C -2.024 0.971 0.581 -0.12 -0.62 -1.48
C -1.737 0.400 -0.743 2.52 1.50 1.80
C -0.343 0.371 -1.127 -0.89 0.55 1.09
C -3.027 -0.066 -1.472 1.52 0.37 1.84
O -3.089 -0.496 -2.584 -0.44 -0.02 0.37
N -4.063 0.105 -0.484 1.13 -0.26 -0.30
C -3.570 0.897 0.643 0.05 -0.21 -0.08
O -4.370 1.384 1.391 0.85 -0.11 0.29
H 2.927 -1.791 1.714 0.35 -0.12 -0.92
H 4.301 -1.878 0.444 -0.91 0.11 0.47
H 3.152 -3.245 0.640 -0.05 1.13 0.19
H 2.878 1.074 0.139 -0.69 -0.60 -0.56
H 2.288 1.498 -1.497 0.04 -0.92 0.67
H 1.192 1.732 1.796 -0.90 -0.30 -0.58
H -1.375 1.859 2.503 0.29 -0.31 -0.84
H -0.059 -0.023 -2.128 -0.11 0.29 0.99
H -4.439 -0.787 -0.146 -0.43 0.55 -0.47
```
Forces are in eV/Å.

As for the spin multiplicity: 1. As for the charge: 0. The calculation puts the HOMO-LUMO gap at 9.20 eV. Its strongest force on any atom is 0.0669 Eh/bohr. The SMILES is CC(=O)OCc1ccc2c(c1)C(=O)NC2=O.

These are the Löwdin partial charges, in e, on atoms 1 to 6: number 1, C, carries 0.0130; number 2, C, carries -0.4740; number 3, O, carries 0.1235; number 4, O, carries -0.0433; number 5, C, carries -0.1480; number 6, C, carries -0.1555


Entry 2:
Formula: C5H21N2O4
Source: the OMol25 dataset
Level of theory: ωB97M-V with the def2-TZVPD basis set

XYZ file:
```
32
Properties=species:S:1:pos:R:3:forces:R:3
N -0.848 -1.283 -0.895 -0.31 2.04 -0.20
C -0.243 -1.865 0.312 -0.21 -0.67 1.40
C 0.033 -0.842 1.469 -3.73 0.29 -0.61
N 0.856 0.324 1.295 0.76 1.39 -0.81
C 0.859 0.994 2.596 0.14 -0.47 0.86
C 0.518 1.437 0.263 2.22 -2.14 -0.48
C 1.563 1.337 -0.917 -0.62 3.41 1.57
O 1.221 0.191 -1.626 2.82 -2.12 -0.29
H -1.136 -1.897 -1.680 0.44 0.21 0.91
H -0.253 -0.460 -1.272 -0.01 -1.36 0.15
H -1.687 -0.833 -0.529 -0.70 0.05 -0.63
H 0.621 -2.412 -0.001 0.58 -0.47 0.08
H -1.039 -2.544 0.744 1.19 0.42 -0.50
H -1.040 -0.424 1.707 1.21 -0.87 -0.21
H 0.273 -1.428 2.394 0.33 0.49 -1.13
H 0.180 1.827 2.521 -0.13 0.51 0.55
H 0.429 0.302 3.334 0.34 0.43 0.09
H 1.852 1.310 2.959 -0.37 -0.05 -0.40
H 0.665 2.401 0.694 0.08 0.53 0.74
H -0.504 1.438 -0.130 -0.07 -0.38 0.02
H 1.461 2.362 -1.472 -0.15 -2.06 0.08
H 2.653 1.431 -0.557 -1.65 -0.82 -0.22
H 2.020 -0.483 -1.465 -2.03 1.71 -1.04
H -3.452 1.826 1.337 -0.95 0.76 0.53
H -3.933 0.432 2.182 1.36 2.23 -1.74
O -3.297 0.916 1.538 -0.40 -3.00 1.13
H -4.148 -0.048 -1.117 -0.15 0.51 0.46
H -3.812 -1.186 -1.986 -0.24 -0.76 -0.73
O -3.397 -0.561 -1.409 0.13 0.28 0.24
H 3.680 0.228 -2.591 0.27 -2.67 0.81
H 4.187 -0.384 -1.328 1.27 0.23 1.95
O 3.792 -0.686 -2.113 -1.44 2.37 -2.59
```
Forces are in eV/Å.

As for the spin multiplicity: 1. As for the charge: +1. The calculation puts the HOMO-LUMO gap at 9.21 eV. Its strongest force on any atom is 0.0739 Eh/bohr.

These are the Löwdin partial charges, in e, on atoms 1 to 6: number 1, N, carries 0.1305; number 2, C, carries -0.1342; number 3, C, carries -0.2076; number 4, N, carries -0.1892; number 5, C, carries -0.0935; number 6, C, carries -0.1250


Entry 3:
Formula: C4H8B2NO8
Source: the OMol25 dataset
Level of theory: ωB97M-V with the def2-TZVPD basis set

XYZ file:
```
23
Properties=species:S:1:pos:R:3:forces:R:3
B -1.016 0.123 1.276 -1.36 1.57 0.39
B -0.224 0.351 -1.305 2.12 -1.31 -1.14
C 0.194 2.188 0.079 -0.41 0.78 2.28
C 1.219 -1.834 -0.993 0.59 0.30 -0.18
C 0.161 1.176 1.179 2.82 -2.26 -1.64
C 1.410 -0.379 -0.868 -1.18 1.57 0.38
N 1.708 -0.029 0.447 -1.70 3.18 3.02
O -0.050 1.750 -1.124 -0.12 0.05 0.01
O 0.593 -2.494 0.027 -0.48 1.90 -0.29
O 0.330 3.380 0.289 0.34 0.32 0.04
O 1.616 -2.415 -1.954 0.34 -1.50 -1.40
O -2.195 0.809 1.728 -0.77 -1.47 0.43
O -0.782 -1.108 1.959 -1.56 -0.60 1.39
O -0.526 0.076 -2.648 1.41 -0.82 -2.77
O -1.241 -0.269 -0.436 -0.09 0.23 0.43
H 0.567 1.395 2.175 -0.11 0.57 -0.65
H 2.167 0.243 -1.454 -0.97 -1.83 -0.24
H 1.407 -0.637 1.197 0.28 -0.68 -0.36
H 0.111 -1.750 0.511 0.46 -1.80 -0.01
H -2.381 1.722 1.529 0.55 0.15 -0.38
H -1.513 -1.424 2.600 1.73 1.12 -1.94
H 0.282 -0.020 -3.279 -2.24 0.26 2.12
H -1.837 -0.855 -0.936 0.34 0.28 0.54
```
Forces are in eV/Å.

As for the spin multiplicity: 1. As for the charge: -1. The calculation puts the HOMO-LUMO gap at 7.12 eV. Its strongest force on any atom is 0.0914 Eh/bohr.

These are the Löwdin partial charges, in e, on atoms 1 to 6: number 1, B, carries -0.8354; number 2, B, carries -0.9293; number 3, C, carries -0.5273; number 4, C, carries -0.5430; number 5, C, carries 0.1150; number 6, C, carries -0.2104


Entry 4:
Formula: C17H36F15N4O11S
Source: the OMol25 dataset
Level of theory: ωB97M-V with the def2-TZVPD basis set

XYZ file:
```
84
Properties=species:S:1:pos:R:3:forces:R:3
N -2.257 25.265 -3.884 0.16 -0.98 0.86
H -2.128 24.574 -4.610 0.55 0.02 -1.93
H -1.718 24.815 -3.158 0.16 0.60 0.89
H -3.250 25.162 -3.733 -0.35 1.05 0.45
H -1.886 26.190 -4.049 -0.03 0.74 -0.60
N -3.048 22.138 -2.699 0.85 0.54 0.87
H -3.200 21.804 -3.640 0.51 -0.47 -0.94
H -2.591 21.458 -2.108 -1.33 -1.06 0.71
H -3.887 22.583 -2.357 -0.24 -0.16 0.97
H -2.258 22.763 -2.626 0.07 1.17 -0.97
N -6.356 22.514 -4.765 0.50 -0.87 1.76
H -5.842 22.294 -5.606 -0.43 0.17 -1.74
H -7.351 22.667 -4.682 -0.72 0.72 -1.33
H -5.820 23.210 -4.266 -0.32 0.59 -0.03
H -6.274 21.656 -4.237 0.19 -0.72 0.35
N -1.462 19.386 -3.169 0.14 0.05 0.38
H -2.230 18.748 -3.320 -0.03 -0.95 0.53
H -1.415 19.827 -2.262 0.26 -0.93 0.63
H -1.667 20.114 -3.838 -0.07 1.03 -1.36
H -0.560 19.037 -3.462 0.53 -0.75 0.18
C -1.733 21.613 -7.597 -1.49 -0.92 -0.57
F -1.808 20.277 -7.828 0.17 1.37 0.53
F -0.527 22.033 -7.521 1.80 -0.08 1.14
F -2.277 22.274 -8.574 -1.01 0.03 -0.23
S -2.688 21.907 -5.938 -1.38 -2.02 -2.15
O -4.115 21.508 -6.140 2.52 0.98 1.03
O -1.983 20.946 -5.049 -0.54 0.97 -0.05
O -2.479 23.278 -5.495 -0.20 -0.13 0.22
C -4.664 18.243 -7.995 0.90 1.05 0.26
C -5.941 18.846 -7.467 -0.59 -0.45 0.62
O -6.646 19.570 -8.433 -2.56 1.75 -2.58
C -7.713 20.390 -8.158 1.68 -0.01 2.68
O -8.017 20.789 -7.033 0.69 -0.92 -1.87
C -8.418 20.928 -9.429 1.68 0.24 -0.43
F -9.107 22.028 -9.162 -0.62 -0.59 0.36
F -7.485 21.300 -10.316 0.50 0.08 -0.04
F -9.111 19.982 -9.994 -1.16 -0.42 -0.03
H -4.128 17.804 -7.154 -0.28 -0.46 0.14
H -3.991 19.062 -8.249 -0.03 0.01 -0.61
H -4.714 17.519 -8.809 -0.38 0.19 0.12
H -5.761 19.615 -6.716 0.29 -0.71 0.81
H -6.612 18.033 -7.190 0.01 0.15 0.79
C 1.977 19.406 -6.982 0.46 -1.66 0.35
C 2.049 17.834 -6.802 -0.95 1.22 -0.92
O 3.338 17.343 -7.085 1.40 -0.18 -0.20
C 4.242 17.247 -6.102 -0.81 -0.55 0.24
O 3.983 17.472 -4.955 0.46 0.30 -0.03
C 5.609 16.616 -6.554 0.75 -0.32 -1.08
F 6.539 17.508 -6.895 -0.45 0.93 0.07
F 6.113 15.925 -5.564 -0.20 -0.45 0.97
F 5.507 15.794 -7.611 -0.81 0.23 0.26
H 2.369 19.881 -6.082 -0.16 0.18 0.01
H 0.951 19.697 -7.206 0.01 0.08 0.14
H 2.620 19.690 -7.815 -0.13 -0.03 -0.05
H 1.455 17.349 -7.577 -0.12 0.20 -0.04
H 1.631 17.492 -5.855 0.49 0.05 0.25
C 1.311 23.708 -4.997 -0.58 -0.02 -1.60
C 1.343 24.978 -5.889 0.49 -0.23 0.89
O 0.479 24.974 -7.052 -1.57 0.72 0.27
C -0.548 25.882 -7.039 2.00 -0.96 1.24
O -0.814 26.620 -6.117 -0.31 -0.71 -0.49
C -1.346 25.868 -8.331 -0.36 0.48 -2.00
F -1.188 27.021 -8.980 0.39 -0.04 0.35
F -1.070 24.878 -9.175 0.71 -0.18 0.38
F -2.633 25.747 -8.064 -0.83 0.15 0.95
H 1.497 22.855 -5.650 0.28 -0.15 0.08
H 0.318 23.496 -4.601 -0.26 0.22 0.44
H 2.078 23.732 -4.222 -0.15 0.23 -0.06
H 2.358 25.007 -6.287 -0.14 0.50 0.00
H 1.077 25.851 -5.293 0.49 0.07 -0.18
C -8.847 24.544 -11.420 0.70 0.90 -1.44
C -8.298 24.873 -10.058 -0.63 -1.23 0.44
O -6.873 24.461 -9.957 1.72 -1.12 3.61
C -6.370 24.057 -8.650 -4.00 0.70 -2.91
O -7.107 23.942 -7.682 2.27 0.12 -1.07
C -4.865 23.611 -8.661 -0.74 -0.46 -1.25
F -4.346 23.992 -7.470 -0.03 -0.70 -0.47
F -4.874 22.193 -8.746 0.28 2.82 0.17
F -4.122 24.154 -9.652 -1.11 -1.25 1.43
H -9.868 24.911 -11.524 0.03 0.26 0.28
H -8.903 23.509 -11.757 0.34 -0.22 0.75
H -8.245 25.054 -12.172 -0.14 0.09 -0.23
H -8.962 24.280 -9.430 0.73 0.19 0.89
H -8.358 25.923 -9.771 0.08 -0.08 -0.27
```
Forces are in eV/Å.

As for the spin multiplicity: 1. As for the charge: +3. The calculation puts the HOMO-LUMO gap at 5.54 eV. Its strongest force on any atom is 0.0970 Eh/bohr.

These are the Löwdin partial charges, in e, on atoms 1 to 6: number 1, N, carries 0.3321; number 2, H, carries 0.0279; number 3, H, carries 0.1307; number 4, H, carries 0.1437; number 5, H, carries 0.1504; number 6, N, carries 0.3520


Entry 5:
Formula: C3H2ClNS
Source: the OMol25 dataset
Level of theory: ωB97M-V with the def2-TZVPD basis set

XYZ file:
```
8
Properties=species:S:1:pos:R:3:forces:R:3
Cl 3.593 0.609 0.047 -0.76 -0.52 -0.34
C 1.989 -0.015 -0.114 -4.48 3.30 0.39
C 0.659 0.804 -0.065 4.99 -0.28 -0.72
N -0.398 0.067 0.040 -1.94 0.45 0.24
C -0.204 -1.198 0.110 1.25 -0.41 -0.21
S 1.468 -1.607 -0.043 0.09 -1.16 0.48
H 0.493 1.879 -0.220 0.83 -0.50 0.29
H -1.030 -1.850 0.277 0.02 -0.89 -0.13
```
Forces are in eV/Å.

As for the spin multiplicity: 1. As for the charge: 0. The calculation puts the HOMO-LUMO gap at 9.15 eV. Its strongest force on any atom is 0.1085 Eh/bohr. The SMILES is Clc1cncs1.

These are the Löwdin partial charges, in e, on atoms 1 to 6: number 1, Cl, carries 0.5993; number 2, C, carries -0.9966; number 3, C, carries -0.2181; number 4, N, carries -0.0780; number 5, C, carries -0.4670; number 6, S, carries 0.9839


Entry 6:
Formula: C5H7F3O2S
Source: the OMol25 dataset
Level of theory: ωB97M-V with the def2-TZVPD basis set

XYZ file:
```
18
Properties=species:S:1:pos:R:3:forces:R:3
C 0.085 -0.698 0.483 -0.48 -1.24 -1.54
C 1.444 -1.006 1.139 -0.34 -1.56 -0.59
C -0.205 0.723 0.345 0.72 1.44 -1.75
C 2.494 1.156 -0.127 -1.53 -2.57 1.44
C -0.949 1.392 -0.795 1.14 -0.91 -1.39
O 2.234 -1.238 -1.463 0.20 1.05 1.64
O 3.958 -1.272 0.291 0.50 0.41 0.58
F -0.352 1.439 1.462 0.09 -0.14 0.48
F 2.964 1.605 1.043 0.15 0.31 -0.28
F 2.970 1.790 -1.133 0.66 0.78 -1.01
S 2.701 -0.753 -0.155 -1.10 -0.45 -1.74
H 0.060 -1.092 -0.616 0.42 0.49 1.95
H -0.736 -1.282 0.954 0.31 0.47 0.19
H 1.812 -0.327 1.924 -0.65 -0.43 0.03
H 1.379 -2.110 1.461 0.85 1.76 -0.42
H -2.000 1.203 -0.648 -0.82 1.21 0.70
H -0.933 0.926 -1.819 1.07 -0.24 1.06
H -0.511 2.399 -0.991 -1.20 -0.41 0.65
```
Forces are in eV/Å.

As for the spin multiplicity: 1. As for the charge: 0. The calculation puts the HOMO-LUMO gap (spin up / spin down) at 9.21 / 7.35 eV. Its strongest force on any atom is 0.0647 Eh/bohr.

These are the Löwdin partial charges, in e, on atoms 1 to 6: number 1, C, carries -0.2094; number 2, C, carries -0.2212; number 3, C, carries -0.3205; number 4, C, carries -0.3777; number 5, C, carries -0.0281; number 6, O, carries -0.3355